Entry 1:
Below is C9H7NS in the gas phase at a distorted geometry, with properties calculated with the ωB97M-V functional and the def2-TZVPD basis.

Results
lowest unoccupied orbital energy = -0.089 eV
max |F| = 6.677 eV/A
SMILES = c1ccc(-c2cccs2)nc1
HOMO-LUMO gap = 8.0498 eV
calculated total energy = -799.9892 hartree

Each line ends with the natural charge from an NBO analysis.
Element x y z (Å)
C 0.029 2.928 1.434  -0.2607
C -1.098 2.035 1.513  -0.1699
C -1.010 0.898 0.769  -0.2441
C 0.042 0.466 -0.040  0.1611
C -0.240 -0.748 -0.761  -0.3123
C 0.964 -1.497 -1.182  -0.1777
C 0.741 -2.966 -1.355  -0.2669
C -0.650 -3.210 -1.228  -0.4441
S -1.497 -1.867 -0.573  0.5045
N 1.182 1.290 -0.240  -0.4146
C 1.178 2.420 0.624  0.0520
H 0.124 3.872 1.856  0.2167
H -2.007 2.146 2.092  0.2245
H -2.051 0.359 0.584  0.2046
H 1.870 -0.966 -1.011  0.2378
H 1.431 -3.879 -1.731  0.2476
H -0.998 -4.305 -1.337  0.2592
H 1.989 3.023 0.586  0.1823

Forces on the atoms, in the same order (eV/Å):
C 1.19 -4.58 -2.31
C 2.12 1.69 -0.07
C -3.00 -1.68 -1.06
C 0.18 3.61 0.01
C 5.44 -3.62 -1.37
C -3.00 -1.27 1.07
C -0.98 0.85 -1.22
C 2.32 -1.64 0.52
S -1.08 -0.53 -0.59
N -2.22 0.31 3.36
C -5.43 -2.64 -0.57
H 0.02 1.34 0.96
H 0.15 0.68 -0.04
H 2.39 0.70 0.88
H 0.84 0.01 -0.48
H -1.39 2.80 1.04
H -0.16 2.34 0.27
H 2.61 1.63 -0.40

Entry 2:
Below is C9H8 in the gas phase at a distorted geometry, with properties calculated with the ωB97M-V functional and the def2-TZVPD basis.

Results
lowest unoccupied orbital energy (alpha / beta) = 1.012 / -2.223 eV
max |F| = 9.886 eV/A
2S+1 = 3
HOMO-LUMO gap (alpha / beta) = 6.4760 / 6.2635 eV
calculated total energy = -347.4057 hartree

Each line ends with the natural charge from an NBO analysis.
Element x y z (Å)
C 0.935 1.295 1.004  -0.1340
C 0.101 0.518 1.588  -0.0512
C 1.204 0.951 -0.621  -0.2996
C -0.235 1.143 -1.060  -0.2121
C 1.513 -0.407 -0.673  -0.1971
C -0.681 -0.104 -1.173  -0.2221
C -1.796 -1.134 1.441  -0.4636
C -0.720 -0.438 1.270  0.0078
C 0.406 -1.128 -0.857  -0.2080
H 1.369 2.190 1.339  0.2095
H 1.975 1.570 -0.991  0.2467
H -0.866 2.031 -1.120  0.2365
H 2.480 -0.718 -0.471  0.2157
H -1.453 -0.574 -1.825  0.2297
H -2.213 -1.683 0.672  0.1976
H -2.331 -1.317 2.333  0.2190
H 0.312 -2.196 -0.856  0.2251

Forces on the atoms, in the same order (eV/Å):
C 5.10 3.35 -4.44
C -6.60 -7.19 1.57
C -1.84 3.15 2.19
C 0.89 -0.05 -0.65
C -0.48 -1.89 -0.24
C 0.03 -3.45 -2.18
C -3.77 -2.83 0.77
C 5.68 5.82 2.66
C -0.72 1.52 -0.65
H 0.23 1.08 0.28
H 0.53 1.21 -0.22
H 0.73 -0.11 -0.19
H 1.61 -0.86 0.39
H -0.48 1.15 1.31
H -0.86 -0.72 -1.82
H 0.17 0.02 1.27
H -0.20 -0.20 -0.05

Entry 3:
Below is 33 unconnected molecules or ions with the total composition C9H84N18O33 at a distorted geometry, with properties calculated with the ωB97M-V functional and the def2-TZVPD basis.

Results
lowest unoccupied orbital energy = 0.067 eV
max |F| = 4.461 eV/A
HOMO-LUMO gap = 9.6951 eV
calculated total energy = -3862.3949 hartree

Each line ends with the Löwdin charge.
Element x y z (Å)
C 0.192 -1.017 -3.704  -0.5894
O -0.840 -1.122 -4.456  -0.0821
N 1.107 -0.071 -3.776  0.2111
N 0.491 -2.092 -2.878  0.1755
H 1.948 -0.192 -3.217  0.0726
H 1.000 0.759 -4.345  0.0803
H -0.306 -2.653 -2.731  0.0639
H 1.053 -1.938 -2.034  0.0497
C -2.216 2.319 2.140  -0.6933
O -1.976 1.991 3.334  -0.0572
N -1.522 3.268 1.573  0.2027
N -3.300 1.756 1.579  0.1914
H -0.758 3.667 2.094  0.1078
H -1.423 3.414 0.580  0.1063
H -3.512 0.846 1.939  0.0613
H -3.259 1.776 0.543  0.1077
C -3.672 1.402 -6.680  -0.7074
O -3.881 2.624 -6.724  -0.0091
N -4.620 0.551 -6.320  0.1535
N -2.432 0.866 -7.062  0.1404
H -5.431 0.969 -5.903  0.1104
H -4.347 -0.288 -5.779  0.0755
H -2.353 -0.147 -7.073  0.0982
H -1.949 1.481 -7.752  0.1223
C 3.511 -1.059 -0.740  -0.6406
O 2.734 -0.781 -1.682  -0.0529
N 3.147 -0.910 0.539  0.2105
N 4.633 -1.789 -0.904  0.1653
H 2.609 -0.065 0.590  0.0674
H 3.817 -1.017 1.244  0.0422
H 5.370 -1.961 -0.180  0.0691
H 4.953 -1.921 -1.862  0.1231
C 4.570 4.335 4.366  -0.5767
O 5.164 3.854 3.408  0.0194
N 3.439 5.195 4.276  0.1380
N 4.948 4.199 5.696  0.1520
H 3.193 5.512 3.313  0.1090
H 3.317 5.916 4.950  0.0805
H 5.734 3.608 6.004  0.1255
H 4.280 4.345 6.409  0.0803
C -6.625 -2.913 4.128  -0.6178
O -7.497 -3.542 4.764  -0.0190
N -5.636 -2.190 4.790  0.1554
N -6.680 -2.903 2.728  0.1376
H -5.720 -2.133 5.780  0.0892
H -4.847 -1.721 4.352  0.0723
H -7.491 -3.504 2.442  0.1259
H -6.360 -2.213 2.068  0.0386
C -2.241 1.744 -2.736  -0.5597
O -1.409 2.679 -2.658  -0.0146
N -3.184 1.655 -3.718  0.1937
N -2.334 0.659 -1.833  0.1790
H -3.710 0.837 -3.907  0.0669
H -3.377 2.536 -4.157  0.1054
H -1.660 0.434 -1.117  0.0487
H -3.171 0.092 -1.714  0.0768
C 1.030 1.414 5.344  -0.7090
O 2.156 1.081 5.665  0.0220
N -0.092 0.718 5.675  0.1764
N 0.765 2.596 4.737  0.1630
H 0.136 -0.255 5.773  0.1048
H -1.024 0.896 5.286  0.0833
H 1.446 3.352 4.805  0.0916
H -0.226 2.921 4.729  0.1073
C 0.212 -0.502 1.366  -0.5552
O 0.268 -1.501 2.142  -0.0515
N 0.418 0.752 1.724  0.2468
N 0.014 -0.755 -0.037  0.1796
H 0.599 0.949 2.669  0.0757
H 0.276 1.513 1.103  0.0590
H 0.452 -0.113 -0.680  0.0650
H 0.101 -1.754 -0.138  0.0576
O -0.741 -3.914 -0.305  -0.0936
H -0.769 -4.501 -1.076  -0.0159
H -0.063 -4.174 0.400  0.0549
O 5.944 4.138 -2.719  -0.0171
H 6.261 5.002 -2.936  0.0503
H 5.007 4.243 -2.638  0.0151
O 3.924 1.312 2.165  -0.0590
H 3.474 0.798 2.871  0.0155
H 4.488 1.973 2.614  0.0227
O -3.602 -1.775 -4.445  -0.1237
H -2.624 -1.538 -4.373  0.0168
H -4.088 -1.645 -3.579  0.0289
O 5.918 1.364 -2.375  -0.0193
H 6.382 1.175 -1.589  0.0180
H 6.059 2.282 -2.540  -0.0293
O -4.166 -1.218 1.686  -0.0956
H -3.888 -1.782 0.930  0.0236
H -3.589 -1.344 2.446  -0.0178
O -0.765 -5.400 -2.495  -0.0463
H -1.528 -6.010 -2.463  0.0812
H -0.803 -5.005 -3.381  0.0306
O 0.443 2.467 -0.810  -0.0955
H -0.124 2.607 -1.596  -0.0067
H 1.324 2.234 -1.149  0.0024
O -2.381 -1.249 3.641  -0.0277
H -1.568 -1.711 3.608  0.0240
H -2.145 -0.374 4.017  0.0440
O -6.495 -0.648 0.244  -0.0979
H -7.258 -0.812 0.827  0.0440
H -5.758 -0.465 0.925  0.0475
O 3.069 1.867 -0.826  -0.0569
H 3.594 2.377 -0.171  0.0305
H 3.676 1.520 -1.480  0.0298
O -4.643 -1.805 -1.672  -0.0797
H -5.495 -1.618 -1.272  0.0140
H -4.128 -2.492 -1.189  0.0080
O 2.769 5.176 -2.310  -0.0466
H 2.845 4.300 -1.945  -0.0095
H 1.846 5.130 -2.637  0.0655
O 0.162 2.183 -5.543  -0.0483
H -0.158 1.865 -6.396  0.0272
H -0.636 2.229 -5.025  0.0046
O 1.943 4.410 1.221  -0.1055
H 1.487 3.736 0.663  0.0036
H 2.690 4.684 0.602  0.0369
O -3.389 -3.256 0.078  -0.0809
H -2.484 -3.642 0.036  0.0383
H -3.789 -4.131 0.326  0.0699
O 2.457 -3.806 -1.106  -0.0650
H 3.438 -3.762 -1.150  0.0581
H 2.095 -3.993 -1.998  0.0637
O 4.549 4.005 0.606  -0.0761
H 4.532 4.053 1.565  -0.0067
H 5.523 4.117 0.491  0.0905
O -5.445 -5.405 0.815  -0.0424
H -5.357 -5.340 1.788  0.0591
H -5.557 -6.307 0.582  0.0238
O 1.386 -4.045 1.543  -0.0498
H 1.149 -3.144 1.744  -0.0147
H 1.789 -4.057 0.677  -0.0096
O -1.446 -3.860 -5.118  -0.0931
H -1.080 -2.977 -5.341  0.0202
H -2.410 -3.601 -5.189  0.0525
O 4.496 -2.464 2.643  -0.0486
H 4.021 -3.131 3.151  0.0690
H 4.272 -1.621 2.978  -0.0161
O 6.735 -2.050 0.935  -0.0895
H 7.315 -2.846 0.850  0.0776
H 6.212 -2.303 1.739  0.0314
O 2.704 -0.932 3.641  -0.0656
H 1.823 -1.261 3.307  0.0585
H 2.572 -0.291 4.331  -0.0008

Forces on the atoms, in the same order (eV/Å):
C -1.51 -2.01 -1.40
O 1.40 0.86 1.04
N 0.59 0.80 0.25
N 0.57 0.98 0.30
H -0.20 0.10 0.01
H -0.34 -0.18 -0.27
H -0.93 -0.71 0.19
H 0.01 0.09 -0.73
C -0.91 -1.71 4.02
O 0.42 0.19 -0.22
N 1.49 1.86 -1.71
N 0.25 0.41 -2.95
H -0.05 -0.14 0.23
H -0.40 -0.17 -0.10
H -0.19 -0.43 0.09
H -0.49 -0.14 0.85
C 1.68 2.61 -1.11
O 0.43 -1.05 -0.10
N -1.02 -2.57 1.65
N -0.63 0.94 -0.15
H -0.15 0.42 -0.15
H 0.02 0.15 -0.71
H 0.26 0.52 -0.39
H -0.59 -1.21 0.89
C -0.69 -1.82 -0.87
O 1.11 0.28 0.63
N -1.49 1.13 -0.68
N 1.66 -0.55 -0.87
H -0.24 0.33 0.60
H 0.92 -0.15 0.77
H -0.94 0.53 -0.61
H -0.27 0.25 0.36
C -0.46 1.38 1.19
O -0.62 0.12 0.51
N 0.57 -1.08 -2.17
N 1.22 -0.83 -0.84
H 0.30 -0.69 1.13
H 0.19 0.27 0.56
H -0.76 0.43 -0.90
H -0.70 0.23 0.41
C -1.09 0.24 0.68
O 1.76 0.89 -1.00
N -0.33 -0.33 -1.41
N -1.35 -1.70 0.78
H -0.10 -0.13 0.36
H -0.52 -0.39 -0.03
H 1.29 1.13 0.21
H 0.54 0.03 0.41
C -0.17 -1.57 1.24
O -1.27 -1.30 -0.36
N 1.27 1.61 0.81
N 0.04 1.00 -0.32
H -0.30 -0.51 0.04
H -0.24 -0.10 -0.64
H 0.49 0.44 -0.23
H 0.05 0.26 -0.66
C -0.84 1.71 0.50
O 0.74 -0.82 -0.27
N -0.49 -1.36 -0.20
N -1.18 1.67 -0.38
H -0.26 -0.30 0.40
H 0.89 0.39 -0.03
H -0.03 -0.59 -0.14
H 1.20 -0.59 -0.25
C 0.33 -2.29 -2.17
O -0.17 1.56 -0.23
N -0.07 -0.42 -0.09
N -0.46 0.65 3.22
H 0.08 0.35 1.19
H -0.02 0.53 -0.83
H 0.30 -0.19 -0.11
H -0.03 -0.15 -0.75
O 0.33 0.47 1.58
H 0.57 -0.35 -0.06
H -1.01 0.05 -1.19
O 0.52 -0.78 0.25
H 0.40 0.77 -0.26
H -1.07 0.23 0.02
O 0.15 0.08 0.74
H 0.38 0.41 -0.55
H -0.43 -0.39 -0.13
O 0.28 0.68 0.38
H -1.24 -0.11 0.58
H 1.11 -0.41 -0.76
O -1.26 -1.03 -1.03
H 0.85 -0.42 1.43
H 0.34 1.31 -0.33
O -1.02 0.59 -0.83
H 0.17 0.00 0.87
H 0.65 -0.29 -0.04
O -0.57 -0.64 -0.23
H 0.56 0.39 -0.11
H -0.14 0.20 -0.18
O 0.20 0.00 0.22
H -0.39 -0.02 0.05
H 0.21 -0.10 0.29
O -1.04 1.53 1.12
H 1.49 -0.91 -0.44
H -0.35 -0.45 -0.66
O 0.81 0.28 1.97
H 0.18 0.20 -0.59
H -1.07 -0.46 -1.48
O -0.08 0.82 0.48
H -0.10 -0.28 -0.32
H 0.48 -0.22 -0.22
O 0.67 0.42 -1.10
H -0.09 -0.19 0.53
H -0.68 0.33 0.08
O -0.91 0.08 -0.43
H 0.27 -0.72 0.52
H 0.68 0.39 0.04
O 0.53 -0.04 -0.44
H 0.11 -0.06 0.17
H -0.61 0.14 0.53
O 0.70 -0.10 -1.65
H 0.20 0.55 0.47
H -1.24 -0.37 1.17
O 0.33 -2.65 0.51
H 0.87 1.17 -0.30
H -0.89 1.14 -0.16
O 0.29 -0.40 -0.41
H -1.02 0.14 -0.21
H 0.55 0.16 0.69
O 1.73 0.22 -0.43
H -0.45 -0.21 0.79
H -1.02 -0.12 -0.50
O 0.48 1.62 0.86
H -0.24 -0.20 -0.74
H -0.14 -1.29 -0.08
O -0.36 -1.19 0.49
H -0.15 0.94 0.02
H 0.63 0.29 -0.63
O -1.49 0.99 -0.50
H 0.40 -0.46 0.49
H 1.16 -0.76 0.40
O 1.55 -1.97 -1.05
H -0.09 0.36 -0.07
H -0.86 1.16 1.14
O 0.49 -1.57 0.97
H -0.47 1.02 -0.15
H 0.05 0.42 -0.56
O -0.82 -0.58 -0.87
H 0.83 0.56 0.27
H -0.43 0.49 1.04

Repeat the first record exactly.
Below is C9H7NS in the gas phase at a distorted geometry, with properties calculated with the ωB97M-V functional and the def2-TZVPD basis.

Results
lowest unoccupied orbital energy = -0.089 eV
max |F| = 6.677 eV/A
SMILES = c1ccc(-c2cccs2)nc1
HOMO-LUMO gap = 8.0498 eV
calculated total energy = -799.9892 hartree

Each line ends with the natural charge from an NBO analysis.
Element x y z (Å)
C 0.029 2.928 1.434  -0.2607
C -1.098 2.035 1.513  -0.1699
C -1.010 0.898 0.769  -0.2441
C 0.042 0.466 -0.040  0.1611
C -0.240 -0.748 -0.761  -0.3123
C 0.964 -1.497 -1.182  -0.1777
C 0.741 -2.966 -1.355  -0.2669
C -0.650 -3.210 -1.228  -0.4441
S -1.497 -1.867 -0.573  0.5045
N 1.182 1.290 -0.240  -0.4146
C 1.178 2.420 0.624  0.0520
H 0.124 3.872 1.856  0.2167
H -2.007 2.146 2.092  0.2245
H -2.051 0.359 0.584  0.2046
H 1.870 -0.966 -1.011  0.2378
H 1.431 -3.879 -1.731  0.2476
H -0.998 -4.305 -1.337  0.2592
H 1.989 3.023 0.586  0.1823

Forces on the atoms, in the same order (eV/Å):
C 1.19 -4.58 -2.31
C 2.12 1.69 -0.07
C -3.00 -1.68 -1.06
C 0.18 3.61 0.01
C 5.44 -3.62 -1.37
C -3.00 -1.27 1.07
C -0.98 0.85 -1.22
C 2.32 -1.64 0.52
S -1.08 -0.53 -0.59
N -2.22 0.31 3.36
C -5.43 -2.64 -0.57
H 0.02 1.34 0.96
H 0.15 0.68 -0.04
H 2.39 0.70 0.88
H 0.84 0.01 -0.48
H -1.39 2.80 1.04
H -0.16 2.34 0.27
H 2.61 1.63 -0.40

Q: Number 2 is which compound?
A: C9H8

Q: Look up the max |F| of the second one.
A: 9.886 eV/A

What did the first record say?
Below is C9H7NS in the gas phase at a distorted geometry, with properties calculated with the ωB97M-V functional and the def2-TZVPD basis.

Results
lowest unoccupied orbital energy = -0.089 eV
max |F| = 6.677 eV/A
SMILES = c1ccc(-c2cccs2)nc1
HOMO-LUMO gap = 8.0498 eV
calculated total energy = -799.9892 hartree

Each line ends with the natural charge from an NBO analysis.
Element x y z (Å)
C 0.029 2.928 1.434  -0.2607
C -1.098 2.035 1.513  -0.1699
C -1.010 0.898 0.769  -0.2441
C 0.042 0.466 -0.040  0.1611
C -0.240 -0.748 -0.761  -0.3123
C 0.964 -1.497 -1.182  -0.1777
C 0.741 -2.966 -1.355  -0.2669
C -0.650 -3.210 -1.228  -0.4441
S -1.497 -1.867 -0.573  0.5045
N 1.182 1.290 -0.240  -0.4146
C 1.178 2.420 0.624  0.0520
H 0.124 3.872 1.856  0.2167
H -2.007 2.146 2.092  0.2245
H -2.051 0.359 0.584  0.2046
H 1.870 -0.966 -1.011  0.2378
H 1.431 -3.879 -1.731  0.2476
H -0.998 -4.305 -1.337  0.2592
H 1.989 3.023 0.586  0.1823

Forces on the atoms, in the same order (eV/Å):
C 1.19 -4.58 -2.31
C 2.12 1.69 -0.07
C -3.00 -1.68 -1.06
C 0.18 3.61 0.01
C 5.44 -3.62 -1.37
C -3.00 -1.27 1.07
C -0.98 0.85 -1.22
C 2.32 -1.64 0.52
S -1.08 -0.53 -0.59
N -2.22 0.31 3.36
C -5.43 -2.64 -0.57
H 0.02 1.34 0.96
H 0.15 0.68 -0.04
H 2.39 0.70 0.88
H 0.84 0.01 -0.48
H -1.39 2.80 1.04
H -0.16 2.34 0.27
H 2.61 1.63 -0.40